# C28H47BBrMgNO5Si4

C28H47BBrMgNO5Si4 as an isolated structure (wB97M-V/def2-TZVPD, the Open Molecules 2025 dataset).

```
88
Properties=species:S:1:pos:R:3:mulliken_charge:R:1
Mg 0.0060 -0.2944 0.4516 0.419
O 1.6172 -4.6926 -3.7642 -0.582
C 1.2209 -3.5660 -3.1007 1.061
C -0.0957 -3.3630 -2.6987 -0.672
C -0.4063 -2.2103 -2.0067 -0.988
N 0.5135 -1.2730 -1.7264 -0.042
C 1.7511 -1.4868 -2.1252 -0.007
Br 3.0116 -0.1585 -1.6315 -0.015
C 2.1818 -2.6088 -2.8146 -0.713
H 0.8615 -5.2847 -3.8409 0.290
H -0.8689 -4.0984 -2.8871 0.369
H -1.4114 -2.0622 -1.6142 0.557
H 3.2140 -2.7392 -3.1002 0.473
C -3.2635 0.3665 1.1982 -1.487
O -1.8661 0.6062 1.1346 -0.350
Si -1.0198 1.5872 2.2650 0.693
C -1.4389 0.8899 3.9530 -1.308
C -1.8191 3.2956 2.2555 -1.100
C 0.6518 1.5043 1.5533 1.939
Si 2.0301 1.4713 2.7930 0.010
C 1.8573 0.0180 4.0038 -1.006
C 2.0089 3.0206 3.8889 -1.122
C 3.8191 1.2531 2.2176 -0.823
Si -0.1451 3.0313 -1.0261 0.742
C -0.4821 4.8898 -0.9488 -1.152
C -1.8701 2.2922 -1.3916 -0.917
C 0.7358 2.6231 -2.6494 -0.759
H -3.8037 1.3170 1.1292 0.387
H -3.5203 -0.1265 2.1395 0.373
H -3.5371 -0.2940 0.3785 0.205
H -2.5117 1.0178 4.1239 0.394
H -0.9063 1.4157 4.7480 0.374
H -1.1950 -0.1704 4.0096 0.227
H -2.7650 3.3125 2.8035 0.343
H -2.0010 3.6655 1.2484 0.071
H -1.1285 3.9958 2.7324 0.281
H 0.9820 0.0722 4.6524 0.271
H 2.7487 -0.0063 4.6392 0.495
H 1.7864 -0.9310 3.4699 0.136
H 1.1153 3.0470 4.5201 0.245
H 2.0138 3.9107 3.2575 0.192
H 2.8853 3.0568 4.5439 0.348
H 3.8882 0.5460 1.3863 0.154
H 4.4202 0.8678 3.0495 0.454
H 4.2215 2.1998 1.8696 -0.075
H -1.2546 5.1163 -0.2107 0.397
H -0.8187 5.2727 -1.9172 0.338
H 0.4230 5.4184 -0.6558 0.076
H -2.6114 2.4957 -0.6197 0.219
H -1.8518 1.2084 -1.5344 0.016
H -2.2191 2.7392 -2.3290 0.513
H 1.7763 2.9387 -2.6327 0.019
H 0.2357 3.1015 -3.4972 0.335
H 0.7168 1.5431 -2.8181 0.124
C 1.3732 -3.2355 1.1111 -1.688
C 0.1995 -2.2920 1.0452 1.242
O -0.3329 -1.8621 2.5294 -0.443
H 1.2825 -3.9891 1.9051 0.366
H 2.3269 -2.7156 1.2541 0.125
H 1.4382 -3.7716 0.1567 0.357
C 4.7626 3.2960 -0.9975 -0.979
Si 3.2299 4.2817 -0.4607 -0.241
C 3.7893 5.5647 0.8269 -1.312
C 2.9653 5.3881 -2.0284 -1.319
C 2.1072 3.1812 0.3538 -1.629
C 0.9463 2.5218 0.4338 1.429
H 5.5515 3.9588 -1.3687 0.332
H 4.4990 2.6076 -1.8066 0.155
H 5.1569 2.7025 -0.1722 0.308
H 4.3518 6.3928 0.3847 0.309
H 4.4087 5.0893 1.5904 0.306
H 2.9130 5.9760 1.3346 0.317
H 3.7806 6.1152 -2.1177 0.447
H 2.0233 5.9407 -2.0007 0.355
H 2.9568 4.7887 -2.9430 0.331
O -2.8335 -2.1890 -0.2749 -0.644
B -1.0841 -2.6674 1.7344 0.455
O -2.1527 -3.4467 2.0786 -0.793
C -2.9549 -4.0661 1.1503 0.429
C -3.4643 -5.3082 1.4479 -0.685
C -4.3132 -5.9713 0.5550 -0.493
C -4.6338 -5.3411 -0.6384 -0.541
C -4.1353 -4.0781 -0.9372 -0.629
C -3.2825 -3.3674 -0.0555 0.254
H -3.1803 -5.7618 2.3918 0.396
H -4.7107 -6.9492 0.7978 0.341
H -5.2891 -5.8349 -1.3502 0.336
H -4.4089 -3.5803 -1.8621 0.381
```

Computed properties:
F_max: 0.51 eV/Å
Energy: -5483.2027 hartree
Kohn-Sham gap: 3.956 eV
Energy above the lowest of the compared OMol25 structures with the same formula, charge and spin: 21.2 kcal per mole
Total charge: -2